--- one ---
This record from the OMol25 dataset describes the molecule C6H14N2O. The level of theory is wB97M-V/def2-TZVPD.

Atoms and positions in Å:
C -0.803 0.760 -0.622
C -1.659 1.954 -0.241
C -1.577 -0.315 -1.352
C -0.281 0.111 1.028
O -1.170 -0.494 1.616
H 0.062 1.091 -1.197
H 0.122 1.076 1.402
H -2.119 2.381 -1.137
H -2.390 -0.689 -0.726
H -1.063 2.744 0.219
H -2.435 1.651 0.464
H -0.932 -1.153 -1.612
H -2.027 0.084 -2.266
C 0.909 -2.352 0.555
N 2.484 0.822 -0.011
C 1.282 -0.913 0.805
N 1.747 -0.234 -0.292
H 2.775 1.377 -0.802
H 2.781 1.009 0.946
H 1.883 -0.793 1.718
H 0.213 -2.670 1.331
H 0.409 -2.450 -0.405
H 1.788 -2.997 0.577

**M**: 130.19 g mol⁻¹
**Kohn-Sham gap**: 7.19 eV
**HOMO level**: -7.66 eV
**Lowest unoccupied orbital energy**: -0.5 eV
**Net charge**: 0

=====

--- two ---
This record from the OMol25 dataset describes a cluster of 3 separate species, C6H14N2O in total. The level of theory is wB97M-V/def2-TZVPD.

Atoms and positions in Å:
C -1.267 -0.744 -0.976
C -3.080 0.643 0.149
C -1.858 0.630 -0.719
O -0.220 -0.743 -1.929
N -1.419 1.707 -1.209
H -0.579 -0.489 -2.787
H -0.524 1.584 -1.686
H -0.830 -1.105 -0.042
H -2.063 -1.450 -1.254
H -3.435 1.663 0.270
H -3.875 0.038 -0.290
H -2.840 0.220 1.125
C 2.295 1.320 1.250
C 2.469 -1.344 -0.007
C 1.531 0.235 1.411
N 0.408 -0.251 1.712
H 0.017 -0.019 2.619
H 3.233 1.252 0.730
H 1.925 2.314 1.440
H 3.469 -1.066 -0.334
H 2.307 -2.411 0.090
H 1.752 -0.983 -0.733
H 2.585 -0.999 1.170

**M**: 130.19 g mol⁻¹
**Kohn-Sham gap**: 9.03 eV
**HOMO level**: -8.33 eV
**Lowest unoccupied orbital energy**: 0.7 eV
**SMILES**: [H]/N=C(/C)CO.C=C=N.C
**Net charge**: 0

=====

Stability ranking, top and bottom: one is the most stable and two is the least stable.